11
Properties=species:S:1:pos:R:3:nbo_charge:R:1 method="wB97M-V/def2-TZVPD" homo_lumo_gap_ev="8.84 / 8.84" spin_multiplicity=1 molar_mass_g_mol=87.1 e_homo_ev="-8.923 / -8.923" relative_energy_kj_mol=503.94 smiles="C=CC(=O)ON"
C -0.468 -1.318 0.547 -0.043
C 0.726 -0.791 1.054 -0.505
C 1.041 0.394 0.374 0.758
O 1.795 1.307 0.311 -0.539
O -0.152 0.194 -0.745 -0.458
N -0.936 1.335 -1.073 -0.532
H -0.538 -2.387 0.347 0.183
H -1.431 -0.842 0.702 0.202
H 1.498 -1.352 1.561 0.240
H -0.343 2.165 -1.020 0.350
H -1.193 1.295 -2.057 0.344

---

12
Properties=species:S:1:pos:R:3:nbo_charge:R:1 method="wB97M-V/def2-TZVPD" homo_lumo_gap_ev=10.88 spin_multiplicity=1 molar_mass_g_mol=60.1 e_homo_ev=-10.308 relative_energy_kj_mol=207.42 smiles="C=O.CC"
C 0.944 2.961 -2.010 0.277
O 2.057 3.082 -2.511 -0.489
H -0.058 2.830 -2.514 0.112
H 0.748 2.815 -0.879 0.100
C -1.105 -1.965 1.136 -0.636
C 0.099 -0.969 0.848 -0.611
H -2.130 -1.844 0.595 0.221
H -1.019 -1.904 2.234 0.219
H -0.738 -2.900 0.546 0.205
H -0.071 -0.138 1.509 0.194
H 1.098 -1.225 1.235 0.209
H 0.175 -0.744 -0.189 0.199

---

15
Properties=species:S:1:pos:R:3:nbo_charge:R:1 method="wB97M-V/def2-TZVPD" homo_lumo_gap_ev=11.01 spin_multiplicity=1 molar_mass_g_mol=78.1 e_homo_ev=-10.445 relative_energy_kj_mol=187.64 smiles=CCO.CO
C -0.312 0.284 -3.727 -0.636
C 0.001 0.546 -2.233 -0.067
O -0.600 1.905 -1.908 -0.743
H 0.244 1.111 -4.323 0.212
H 0.022 -0.797 -3.986 0.212
H -1.380 0.301 -3.751 0.224
H 0.975 0.665 -1.937 0.166
H -0.554 -0.117 -1.457 0.179
H 0.075 2.514 -2.240 0.452
C -0.127 -1.147 4.178 -0.258
O 1.005 -1.623 3.475 -0.709
H 0.288 -1.292 5.223 0.182
H -0.120 -0.080 4.088 0.161
H -1.089 -1.551 3.967 0.169
H 0.925 -1.105 2.570 0.454

---

223
Properties=species:S:1:pos:R:3:mulliken_charge:R:1 method="wB97M-V/def2-TZVPD" homo_lumo_gap_ev=7.92 spin_multiplicity=1 molar_mass_g_mol=1252.8 e_homo_ev=-7.778
C -10.714 1.987 1.439 -1.551
C -9.820 2.479 0.322 -0.113
C -8.429 2.635 0.923 -0.625
N -7.623 3.512 -0.028 0.724
C -7.911 3.210 -1.453 -0.350
C -6.910 3.879 -2.382 -1.408
C -5.454 3.491 -2.079 -0.037
C -5.192 3.885 -0.651 0.641
C -6.207 3.159 0.256 -0.355
C -7.931 4.919 0.423 -0.874
H -10.126 1.239 1.965 0.360
H -11.638 1.443 1.172 0.351
H -10.889 2.775 2.152 0.369
H -10.083 3.373 -0.254 0.354
H -9.775 1.593 -0.345 0.216
H -7.947 1.652 0.953 0.367
H -8.460 3.197 1.889 0.531
H -7.881 2.116 -1.485 0.389
H -8.873 3.569 -1.787 0.519
H -7.157 3.599 -3.380 0.559
H -7.009 4.953 -2.190 0.325
H -5.333 2.393 -2.196 0.171
H -4.791 4.117 -2.753 0.368
H -4.212 3.665 -0.264 -0.941
H -5.184 4.998 -0.568 0.382
H -6.147 2.079 0.196 -0.941
H -5.908 3.446 1.289 0.416
H -7.670 5.675 -0.325 0.332
H -7.454 5.178 1.400 0.239
H -8.971 4.937 0.696 0.429
C 5.071 1.393 -4.409 -1.531
C 3.788 2.076 -3.784 0.340
C 2.653 2.318 -4.804 -0.571
N 1.632 3.450 -4.485 0.284
C 0.524 3.367 -5.474 -0.688
C -0.359 2.179 -5.322 -0.891
C -0.794 1.962 -3.828 0.354
C 0.373 1.987 -2.799 3.263
C 1.076 3.329 -3.036 -0.915
C 2.318 4.792 -4.523 -0.921
H 5.747 2.133 -4.886 0.432
H 4.781 0.579 -5.108 0.327
H 5.595 0.893 -3.503 0.331
H 4.085 3.063 -3.365 -0.011
H 3.448 1.464 -2.990 -0.022
H 2.044 1.420 -4.860 0.301
H 3.140 2.562 -5.708 0.597
H 1.058 3.472 -6.428 0.521
H -0.021 4.314 -5.326 0.411
H 0.047 1.213 -5.743 0.248
H -1.296 2.265 -5.891 0.596
H -1.308 1.060 -3.698 -1.199
H -1.382 2.872 -3.693 0.278
H 0.986 1.076 -2.883 -1.022
H -0.021 2.078 -1.752 -0.778
H 1.890 3.536 -2.336 -0.974
H 0.315 4.132 -2.956 0.795
H 2.813 4.857 -5.530 0.337
H 3.066 4.883 -3.764 0.417
H 1.608 5.615 -4.452 0.331
C -1.468 4.784 -0.733 -0.004
C -1.384 5.504 0.584 -1.056
C -0.772 4.622 1.675 1.499
N -0.417 5.340 3.113 0.624
C 0.097 4.187 3.952 -0.368
C 1.525 3.763 3.571 0.297
C 2.472 4.903 3.158 -1.047
C 1.843 6.004 2.387 0.260
C 0.548 6.470 2.923 -1.321
C -1.606 5.853 3.771 -0.793
H -2.081 5.374 -1.490 0.561
H -1.849 3.751 -0.730 -0.737
H -0.441 4.709 -1.194 -0.152
H -2.373 5.946 0.850 0.039
H -0.764 6.343 0.427 0.565
H 0.215 4.354 1.294 0.118
H -1.432 3.814 1.983 -0.999
H -0.615 3.428 3.779 0.034
H 0.036 4.513 4.980 0.518
H 1.471 2.992 2.775 -0.782
H 1.939 3.136 4.395 0.779
H 3.338 4.549 2.632 0.434
H 2.933 5.318 4.076 0.321
H 1.721 5.822 1.301 -0.409
H 2.465 6.902 2.349 0.544
H -0.015 7.088 2.245 0.718
H 0.679 6.960 3.900 0.448
H -1.883 6.879 3.402 0.286
H -1.436 5.852 4.856 0.304
H -2.393 5.155 3.532 0.366
C 4.485 -4.519 1.719 -0.502
C 5.707 -4.883 0.948 -0.658
C 6.111 -6.348 0.715 -0.541
N 5.350 -7.229 -0.265 0.707
C 6.135 -8.432 -0.715 -0.596
C 5.422 -9.294 -1.796 -0.655
C 5.158 -8.418 -2.997 -0.777
C 4.306 -7.202 -2.604 -0.210
C 4.980 -6.370 -1.465 -0.823
C 4.130 -7.717 0.415 -0.760
H 3.579 -4.605 1.122 0.083
H 4.429 -3.468 2.064 -0.060
H 4.281 -5.214 2.627 0.352
H 6.575 -4.550 1.417 0.609
H 5.621 -4.262 0.032 0.205
H 6.113 -6.870 1.708 0.443
H 7.060 -6.238 0.215 0.478
H 7.059 -8.028 -1.027 0.260
H 6.336 -9.037 0.219 0.411
H 6.015 -10.201 -2.018 0.408
H 4.413 -9.592 -1.503 0.279
H 6.130 -8.005 -3.358 0.233
H 4.623 -9.003 -3.789 0.434
H 4.212 -6.527 -3.480 0.328
H 3.292 -7.463 -2.210 0.025
H 5.990 -6.034 -1.870 0.276
H 4.326 -5.611 -1.075 0.427
H 3.467 -7.833 -0.370 0.370
H 3.653 -6.962 1.129 0.032
H 4.261 -8.604 1.020 0.291
C 2.331 -1.352 -2.247 0.082
C 2.540 -2.593 -3.190 0.116
C 1.726 -3.800 -2.630 -0.321
O 2.228 -4.850 -3.371 -0.405
C 1.387 -5.972 -3.267 -1.040
N 2.015 -2.332 -4.571 -0.525
H 0.054 -1.924 -4.770 0.418
H 2.690 -1.699 -5.005 0.135
H 1.997 -3.140 -5.167 0.275
H 2.565 -0.414 -2.703 -0.789
H 2.804 -1.464 -1.286 0.570
H 1.180 -1.387 -1.922 -0.043
H 3.612 -2.884 -3.275 0.264
H 0.621 -3.854 -2.523 0.639
H 2.147 -3.794 -1.591 -0.146
H 0.418 -5.780 -3.795 0.358
H 1.110 -6.096 -2.216 0.295
H 1.821 -6.866 -3.608 0.508
C 1.480 0.635 1.446 -1.944
C -0.053 0.776 1.587 2.069
C -0.857 0.339 0.359 -0.664
O -1.664 1.555 0.016 0.756
C -2.663 1.208 -0.982 0.614
N -0.498 -0.117 2.713 0.268
H -0.666 -1.809 2.481 0.239
H 0.183 -0.027 3.472 -0.241
H -1.358 0.288 3.133 0.039
H 1.916 1.480 0.901 0.105
H 1.731 -0.274 0.917 0.160
H 1.975 0.641 2.430 0.366
H -0.285 1.805 1.810 -0.484
H -1.515 -0.457 0.520 0.777
H -0.231 0.194 -0.509 -0.655
H -3.483 0.711 -0.416 -0.564
H -2.302 0.607 -1.900 -0.427
H -2.928 2.231 -1.338 -0.228
C -1.103 0.629 6.515 -0.870
C -1.400 -0.840 6.677 0.392
C -2.309 -1.406 5.561 -0.006
O -2.715 -2.731 5.832 -0.457
C -3.190 -3.310 4.607 -0.396
N -0.140 -1.587 6.781 -0.645
H 1.140 -1.531 5.632 0.535
H 0.429 -1.322 7.574 0.264
H -0.392 -2.562 6.922 0.254
H -0.907 1.199 7.445 0.415
H -1.989 1.107 6.036 0.130
H -0.165 0.731 5.972 0.075
H -2.010 -1.081 7.619 0.239
H -1.691 -1.386 4.692 -0.467
H -3.195 -0.844 5.432 0.555
H -3.268 -4.354 4.872 0.310
H -2.425 -3.267 3.875 -0.009
H -4.058 -2.870 4.226 0.343
C 9.754 -6.650 -3.076 -1.204
C 8.542 -6.272 -2.280 0.755
O 7.457 -6.282 -2.986 -0.798
O 8.588 -6.119 -1.033 -0.803
H 9.488 -7.648 -3.345 0.259
H 10.513 -6.660 -2.339 0.382
H 10.110 -6.054 -3.874 0.305
C -3.059 -1.211 -4.187 -0.989
C -1.742 -1.917 -4.004 0.918
O -1.645 -2.839 -3.232 -0.578
O -0.797 -1.490 -4.858 -0.457
H -2.953 -0.187 -4.339 0.305
H -3.657 -1.388 -3.247 0.148
H -3.636 -1.673 -5.053 0.365
C -4.581 1.925 3.097 -0.688
C -3.537 3.049 3.116 0.741
O -2.484 2.709 3.737 -0.667
O -3.836 4.191 2.681 -0.874
H -5.550 2.087 2.582 0.024
H -4.849 1.755 4.159 0.416
H -4.173 0.995 2.673 0.020
C -5.376 -1.009 -0.407 -0.816
C -6.630 -0.181 -0.399 0.991
O -7.183 -0.085 0.672 -0.807
O -6.967 0.461 -1.411 -0.818
H -4.907 -1.132 0.560 0.276
H -4.655 -0.608 -1.074 -0.035
H -5.573 -2.050 -0.709 0.458
C 4.090 -0.903 4.151 -0.878
C 2.699 -0.632 4.861 0.746
O 2.059 -1.760 5.202 -0.511
O 2.293 0.431 5.216 -0.514
H 4.741 -1.475 4.784 0.429
H 4.465 0.067 3.821 0.332
H 3.941 -1.468 3.253 -0.079
C 4.412 4.048 -0.342 -1.013
C 3.235 4.763 -0.931 1.024
O 2.078 4.306 -0.553 -0.636
O 3.355 5.657 -1.764 -0.841
H 5.268 4.642 -0.191 0.445
H 4.682 3.210 -0.991 0.109
H 4.093 3.634 0.629 0.038
C 0.823 -4.864 2.397 -0.946
C 0.379 -3.485 1.949 0.648
O -0.509 -2.848 2.714 -0.413
O 0.884 -3.011 0.947 -0.366
H 0.224 -5.323 3.199 0.347
H 1.870 -4.709 2.772 0.084
H 0.865 -5.446 1.506 0.324

---

16
Properties=species:S:1:pos:R:3:nbo_charge:R:1 method="wB97M-V/def2-TZVPD" homo_lumo_gap_ev=8.15 spin_multiplicity=1 molar_mass_g_mol=100.1 e_homo_ev=-4.042 charge=-1 relative_energy_kj_mol=113.89
N -2.270 -1.115 -0.520 -0.909
C -1.555 0.203 -0.461 0.129
O -0.272 -0.112 -0.458 -0.969
H -1.549 -1.807 -0.886 0.340
H -2.509 -1.532 0.363 0.331
H -1.887 0.844 -1.293 0.107
H -1.967 0.516 0.534 0.093
H 1.470 -0.489 1.859 0.484
H 1.167 1.021 2.072 0.491
O 1.322 0.236 2.600 -0.979
H 0.976 -0.904 -1.191 0.519
H 1.306 -2.180 -0.873 0.443
O 1.755 -1.557 -1.412 -1.013
H 0.232 1.418 -0.142 0.506
H 1.061 2.677 -0.566 0.449
O 0.560 2.310 0.086 -1.022

---

126
Properties=species:S:1:pos:R:3:mulliken_charge:R:1 method="wB97M-V/def2-TZVPD" homo_lumo_gap_ev="6.24 / 5.28" spin_multiplicity=1 molar_mass_g_mol=972.9 e_homo_ev="-14.321 / -14.314" charge=+3 relative_energy_kj_mol=0.41
Sn 0.025 -0.623 -0.582 2.471
C -5.922 -0.006 -0.464 -0.850
C -4.440 0.447 -0.467 0.117
N -3.566 -0.660 -0.856 0.290
C -3.868 -1.075 -2.227 -0.013
C -5.358 -1.491 -2.355 -0.989
N -5.959 -1.424 -0.977 -0.022
C -5.205 -2.332 -0.043 -1.107
C -3.759 -1.783 0.062 0.372
H -6.548 0.600 -1.114 0.326
H -6.357 -0.005 0.533 0.400
H -4.121 0.787 0.516 -0.413
H -4.289 1.270 -1.165 0.537
H -3.214 -1.905 -2.496 -0.102
H -3.655 -0.245 -2.896 0.566
H -5.480 -2.506 -2.726 0.415
H -5.924 -0.820 -2.997 0.283
H -6.927 -1.732 -1.026 0.310
H -5.241 -3.335 -0.460 0.382
H -5.722 -2.332 0.914 0.351
H -3.041 -2.568 -0.177 -0.202
H -3.552 -1.432 1.072 0.308
C 0.102 -0.742 -5.537 -0.747
C 1.371 -1.502 -5.143 -0.321
C 0.957 -2.151 -3.835 -0.232
O 0.040 -1.214 -3.209 0.270
C -0.422 -0.252 -4.194 -0.029
H -0.613 -1.423 -6.001 0.304
H 0.292 0.081 -6.224 0.418
H 2.198 -0.807 -4.988 -0.121
H 1.669 -2.240 -5.886 0.505
H 1.782 -2.335 -3.147 -0.152
H 0.432 -3.092 -4.012 0.411
H -0.029 0.733 -3.932 0.040
H -1.510 -0.212 -4.155 -0.033
C 4.286 -3.237 -0.728 -1.157
Si 2.973 -2.478 0.347 -0.021
C 3.184 -0.623 0.380 -0.574
C 3.017 -3.103 2.094 -0.686
N 1.376 -2.722 -0.410 0.564
C 0.774 -3.891 -0.609 0.228
C -0.475 -3.952 -1.323 0.880
C -1.079 -5.151 -1.597 -0.924
C -0.502 -6.350 -1.154 -0.723
C 0.698 -6.329 -0.435 -1.019
C 1.327 -5.140 -0.167 -0.224
H 5.254 -3.174 -0.223 0.435
H 4.367 -2.698 -1.677 0.321
H 4.089 -4.287 -0.955 0.358
H 4.186 -0.359 0.728 0.726
H 2.466 -0.158 1.068 -0.057
H 3.049 -0.172 -0.609 -0.252
H 3.808 -2.580 2.640 0.455
H 3.211 -4.177 2.170 0.466
H 2.064 -2.896 2.585 -0.132
H -0.902 -3.024 -1.684 -0.362
H -1.998 -5.182 -2.171 0.505
H -0.980 -7.296 -1.377 0.452
H 1.143 -7.260 -0.105 0.497
H 2.263 -5.137 0.379 0.268
C -0.458 -1.250 6.348 -1.105
N 0.076 -0.790 5.067 -0.124
N -0.232 -1.415 3.878 1.005
C 0.097 -0.573 2.845 -0.951
O -0.081 -0.926 1.632 -0.651
C 0.613 0.601 3.422 -1.141
C 0.565 0.434 4.787 0.741
C 0.955 1.370 5.876 -1.742
C -0.434 -2.828 3.786 -0.647
C 0.298 -3.693 4.590 0.591
C 0.100 -5.062 4.478 -0.909
C -0.801 -5.564 3.548 -0.746
C -1.503 -4.692 2.728 -0.434
C -1.333 -3.320 2.851 -0.084
H -1.225 -1.996 6.170 0.383
H -0.906 -0.410 6.874 0.405
H 0.321 -1.685 6.971 0.378
H 0.963 1.461 2.875 0.663
H 1.531 2.195 5.464 0.425
H 1.558 0.865 6.631 0.371
H 0.074 1.782 6.374 0.354
H 1.031 -3.305 5.287 0.497
H 0.662 -5.736 5.111 0.435
H -0.954 -6.633 3.465 0.463
H -2.200 -5.083 1.994 0.446
H -1.882 -2.627 2.228 0.213
N -2.140 4.336 1.639 -0.337
C -2.709 3.395 2.410 0.595
N -3.488 3.828 3.411 -0.419
S -2.447 1.749 2.133 -0.418
H -2.301 5.318 1.784 0.197
H -1.592 4.047 0.848 0.085
H -3.632 4.804 3.610 0.190
H -3.932 3.149 4.001 0.213
C 0.654 8.246 0.223 -1.873
C 1.219 6.857 0.061 1.034
C 1.284 6.000 1.169 -0.933
C 1.804 4.702 1.087 -1.099
C 2.295 4.239 -0.098 -0.262
C 2.253 5.090 -1.230 0.153
N 2.848 4.723 -2.385 0.157
C 3.267 3.466 -2.829 0.169
C 4.400 3.454 -3.653 -0.603
C 4.899 2.268 -4.147 -1.034
C 4.268 1.074 -3.822 -1.251
C 3.126 1.088 -3.031 -0.728
C 2.594 2.268 -2.533 1.378
C 1.220 2.214 -1.893 0.113
O 0.404 3.078 -2.145 -0.742
O 1.023 1.177 -1.134 -0.174
C 1.685 6.400 -1.164 1.083
C 1.591 7.235 -2.412 -1.970
H 0.530 8.489 1.277 0.424
H -0.321 8.335 -0.262 0.422
H 1.309 8.998 -0.217 0.434
H 0.940 6.370 2.129 0.456
H 1.856 4.085 1.974 0.448
H 2.759 3.264 -0.165 0.800
H 3.115 5.491 -2.990 0.389
H 4.901 4.391 -3.877 0.487
H 5.780 2.273 -4.777 0.420
H 4.654 0.137 -4.205 0.557
H 2.602 0.165 -2.816 0.684
H 1.235 6.644 -3.258 0.431
H 2.563 7.670 -2.678 0.452
H 0.902 8.064 -2.284 0.471

---

23
Properties=species:S:1:pos:R:3:nbo_charge:R:1 method="wB97M-V/def2-TZVPD" homo_lumo_gap_ev=9.42 spin_multiplicity=1 molar_mass_g_mol=165.2 e_homo_ev=-8.594 relative_energy_kj_mol=345.95 smiles="N[C@@H](Cc1ccccc1)C(=O)O"
N 1.333 -0.747 1.288 -0.863
C 1.629 -0.926 -0.002 -0.097
C 0.509 -1.172 -1.011 -0.453
C -0.720 -0.327 -0.724 0.010
C -0.557 1.010 -0.700 -0.236
C -1.476 1.679 0.111 -0.183
C -2.680 1.166 0.483 -0.235
C -2.976 -0.199 0.330 -0.210
C -2.001 -1.073 -0.238 -0.229
C 2.378 0.451 -0.213 0.781
O 1.970 1.483 -0.671 -0.625
O 3.487 0.591 0.481 -0.671
H 2.073 -0.400 1.877 0.396
H 0.560 -1.313 1.839 0.402
H 2.356 -1.664 -0.133 0.170
H 0.726 -1.170 -2.093 0.239
H 0.221 -2.208 -0.941 0.212
H 0.257 1.545 -1.118 0.264
H -1.369 2.773 0.136 0.202
H -3.327 1.791 1.100 0.211
H -3.946 -0.483 0.581 0.205
H -2.061 -2.137 -0.331 0.212
H 3.614 1.330 -0.050 0.498